ORCA calculation (wB97M-V/def2-TZVPD) on a molecular structure, C4H9N3O.

```
17
Properties=species:S:1:pos:R:3:forces:R:3:mulliken_charge:R:1
O -1.73252 -1.23258 0.88896 1.2 0.9 0.1 -0.340
N 0.56496 -0.10698 0.25851 -0.5 1.3 -0.4 0.195
N -1.40439 1.43955 -0.25100 0.3 -0.2 0.0 -0.407
N -1.95489 0.63523 -1.22855 0.2 0.1 0.3 -0.412
C -0.98511 -0.46701 1.38001 -2.4 -2.5 2.0 -0.009
C -0.41161 1.06790 0.47086 1.7 -0.2 -2.3 -0.131
C 1.78740 -0.00107 1.03577 -0.2 0.1 -0.1 -1.085
C 0.67172 -0.81460 -1.00924 -0.3 0.4 -0.1 -0.914
H 0.46791 -0.14474 -1.84313 0.0 -0.1 -0.1 0.334
H 2.54150 0.58395 0.50043 0.1 0.1 0.1 0.364
H -0.00964 1.79878 1.15666 -0.1 -0.1 0.1 0.431
H -2.03419 -0.35130 -0.96089 0.1 0.2 0.1 0.217
H -0.04888 -1.63617 -1.03502 -0.1 -0.1 0.0 0.296
H 1.57149 0.46949 1.99389 0.0 0.0 0.0 0.424
H -2.87379 1.00596 -1.44289 0.2 -0.1 0.1 0.290
H 2.18450 -1.00089 1.22714 -0.1 0.1 0.0 0.360
H 1.66556 -1.24553 -1.14150 0.0 0.2 0.2 0.386
```
Forces are in eV/Å.

## Properties
Energy relative to the best compared isomer or geometry (same formula, charge and spin) (kcal/mol): 104.18
Molecular weight (g/mol): 115.1
Calculated total energy (eV): -10807.9443
Net charge: 0



ORCA calculation (wB97M-V/def2-TZVPD) on a molecular structure, C4H9N3O.

```
17
Properties=species:S:1:pos:R:3:forces:R:3:mulliken_charge:R:1
O 1.94850 -1.09566 0.91773 -3.9 -3.6 0.1 -0.596
N -0.66954 -2.12245 0.20547 -6.8 2.6 -6.0 -0.586
N 1.66788 1.67548 -0.07087 0.7 -2.0 -0.4 -0.693
N -0.36059 0.21160 0.24143 -3.7 3.2 -1.3 -0.034
C 1.71608 -0.70456 -0.52422 5.2 4.4 5.0 -0.675
C 1.09559 0.55382 -0.05779 -2.3 -1.5 -2.5 0.736
C -1.40257 1.48632 0.42718 3.2 -3.4 2.9 -1.418
C -1.17583 -0.85332 -0.22434 2.2 -2.9 1.7 -0.048
H 0.92570 -1.57109 1.30000 4.5 1.9 -2.2 0.469
H 2.73412 -0.38800 -0.98861 -1.5 -0.8 1.2 0.288
H 1.22974 -1.20262 -1.22470 -2.5 -3.1 -2.3 0.391
H -1.46645 -2.82419 -0.53599 3.2 2.1 3.2 0.271
H 0.97954 2.34423 -0.08394 -1.8 2.7 0.9 0.268
H -0.79248 1.92621 1.28014 -1.6 0.7 -1.4 0.470
H -1.65837 1.91184 -0.48237 0.6 1.7 -1.8 0.397
H -2.37844 1.08910 0.72455 0.6 -0.2 0.8 0.499
H -2.39288 -0.43672 -0.90367 3.9 -1.8 2.1 0.261
```
Forces are in eV/Å.

## Properties
Energy relative to the best compared isomer or geometry (same formula, charge and spin) (kcal/mol): 190.19
Molecular weight (g/mol): 115.1
Calculated total energy (eV): -10804.2142
Net charge: 0



ORCA calculation (wB97M-V/def2-TZVPD) on C4H9N3O in the gas phase.

```
17
Properties=species:S:1:pos:R:3:forces:R:3:mulliken_charge:R:1
O 0.59242 0.08592 -1.37228 0.2 0.6 0.1 -0.303
N -0.42395 -0.80203 -1.42875 -0.6 -0.9 0.3 -0.130
N -0.64041 -1.46012 0.88725 -0.5 -0.6 -0.8 -0.685
N 0.46477 -0.64370 1.18242 0.5 -0.2 0.4 -0.093
C 0.03031 0.70765 1.48720 2.3 0.4 -0.2 -0.738
C -0.98499 -1.42467 -0.34685 -0.4 -0.6 0.6 0.050
C 0.73494 1.64355 0.50629 -1.4 0.2 0.5 -0.539
C 0.20524 1.38253 -0.86606 1.3 0.6 -1.2 -0.496
H 0.93038 -1.02718 1.99071 -0.3 -0.2 0.1 0.254
H 0.68821 2.05835 -1.57745 0.0 0.2 0.0 0.342
H 0.34131 0.94921 2.48649 -0.1 0.3 0.7 0.367
H 1.80370 1.55088 0.54896 0.5 -0.3 0.0 0.326
H -0.85530 1.58272 -0.94803 -0.4 -0.4 0.1 0.362
H -1.02122 0.77540 1.40824 -1.2 0.2 0.0 0.374
H 0.49929 2.67989 0.74824 -0.1 0.2 0.0 0.331
H -1.87465 -2.04517 -0.58974 0.7 0.6 -0.1 0.321
H -0.96699 -0.72482 -2.25915 -0.4 0.0 -0.5 0.254
```
Forces are in eV/Å.

## Properties
Energy relative to the best compared isomer or geometry (same formula, charge and spin) (kcal/mol): 98.10
Molecular weight (g/mol): 115.1
Calculated total energy (eV): -10808.2077
Net charge: 0



ORCA calculation (wB97M-V/def2-TZVPD) on C4H9N3O in the gas phase.

```
17
Properties=species:S:1:pos:R:3:forces:R:3:mulliken_charge:R:1
O -1.65292 -1.47887 1.18858 0.4 0.4 -0.7 -0.641
N 0.60327 -1.38485 0.24139 -1.8 0.6 0.5 -0.707
N -1.35327 -1.76844 -1.04278 0.2 0.6 -0.1 -0.405
N -0.25897 0.69635 0.68143 0.9 1.1 0.7 -0.367
C 2.24833 0.44804 0.44482 0.0 -0.6 0.5 -0.970
C -0.78334 1.58030 -0.34812 0.2 0.1 0.4 -0.860
C -0.94139 -1.39079 0.20320 1.3 -3.5 0.7 0.859
C 0.88313 -0.17458 0.52000 -1.4 1.0 -1.3 0.484
H 2.45802 0.98257 1.37639 0.0 0.0 -0.2 0.291
H 2.99611 -0.33397 0.29511 -0.1 0.1 0.0 0.320
H -2.19956 -2.31585 -1.07861 0.0 0.3 0.0 0.264
H -0.92357 2.58392 0.05988 0.0 0.1 -0.2 0.312
H -0.11991 1.63409 -1.21371 0.1 0.0 0.2 0.282
H 2.30734 1.15967 -0.38293 -0.2 0.0 0.1 0.272
H -1.75171 1.21608 -0.70212 0.0 0.0 -0.1 0.298
H -0.63198 -1.98061 -1.71475 -0.1 0.0 0.1 0.238
H -0.87960 0.52694 1.47220 0.6 -0.1 -0.6 0.330
```
Forces are in eV/Å.

## Properties
Energy relative to the best compared isomer or geometry (same formula, charge and spin) (kcal/mol): 34.18
Molecular weight (g/mol): 115.1
Calculated total energy (eV): -10810.9795
Net charge: 0



ORCA calculation (wB97M-V/def2-TZVPD) on C4H9N3O in the gas phase.

```
17
Properties=species:S:1:pos:R:3:forces:R:3:mulliken_charge:R:1
O -1.98905 2.41054 0.28440 2.2 -1.1 -0.5 -0.471
N 0.29845 -0.63981 0.18221 -0.9 2.7 0.1 0.021
N 0.76703 0.95606 -0.08801 -1.4 -3.0 -2.1 -0.127
N 1.22852 2.03162 0.63865 0.3 -0.7 0.7 -0.703
C 1.04809 -1.84391 0.36939 1.5 0.4 -0.5 -0.846
C -1.59619 1.32168 -0.00948 -3.7 0.4 0.8 0.970
C -0.72029 -0.73343 -0.86739 -0.4 1.2 0.3 -0.552
C -1.87523 0.03707 -0.27989 1.3 0.3 -1.0 -0.985
H 0.47905 2.70859 0.79696 0.0 -0.5 0.6 0.240
H 1.89323 -1.63530 1.02293 0.1 -0.3 0.0 0.284
H 1.38748 -2.29794 -0.57561 0.3 0.0 0.2 0.327
H 1.01389 0.99225 -1.07564 0.5 -0.2 0.5 0.279
H 1.71219 1.72985 1.47739 0.0 0.4 -0.1 0.231
H -0.99790 -1.74144 -1.20669 0.3 0.1 0.7 0.441
H 0.38162 -2.56606 0.85477 0.1 0.2 0.1 0.307
H -0.41241 -0.21310 -1.79225 0.3 -0.3 0.1 0.293
H -2.61847 -0.51666 0.26824 -0.3 0.4 0.1 0.291
```
Forces are in eV/Å.

## Properties
Energy relative to the best compared isomer or geometry (same formula, charge and spin) (kcal/mol): 148.92
Molecular weight (g/mol): 115.1
Calculated total energy (eV): -10806.0038
Net charge: 0



ORCA calculation (wB97M-V/def2-TZVPD) on 3 unconnected molecules or ions with the total composition C4H9N3O2.

```
18
Properties=species:S:1:pos:R:3:forces:R:3:mulliken_charge:R:1
O 1.53948 -2.57309 -3.51155 0.8 1.9 0.4 -0.625
O -0.27895 -0.88472 5.31396 -0.9 -1.6 1.1 -0.510
N -1.43541 -0.50391 2.76566 0.3 -0.2 -0.6 -0.514
N 0.56700 -0.35938 4.72670 0.2 1.8 -0.4 0.812
N 1.26071 0.31535 4.17339 0.9 -0.3 -0.4 -0.319
C -0.91710 0.04400 -0.40233 -2.1 -0.3 1.1 -1.649
C 1.27506 -0.74965 0.52505 -4.1 -2.7 -2.6 -1.300
C 0.00799 0.16101 0.73446 3.0 0.2 0.1 0.739
C -0.72747 -0.25606 1.89022 -0.8 0.6 1.7 0.194
H 0.83536 -1.86426 0.43979 1.3 2.2 0.4 0.262
H 2.08803 -1.75888 -3.68756 -0.9 -1.4 0.3 0.324
H -1.85949 0.58795 -0.31892 0.3 0.3 0.1 0.333
H 0.48245 1.15845 0.77745 -0.9 0.0 0.6 0.251
H -0.45875 0.17984 -1.28924 1.6 1.2 -3.0 0.523
H 2.03332 -0.68584 1.21305 1.5 0.3 1.8 0.415
H 1.69485 -3.13054 -4.26014 0.1 -0.5 -0.7 0.303
H 1.62438 -0.53724 -0.48392 0.3 0.1 0.1 0.338
H -1.19603 -0.96690 -0.47531 -0.6 -1.6 0.1 0.424
```
Forces are in eV/Å.

## Properties
Energy relative to the best compared isomer or geometry (same formula, charge and spin) (kcal/mol): 84.25
Molecular weight (g/mol): 131.1
Calculated total energy (eV): -12856.2741
Net charge: 0



ORCA calculation (wB97M-V/def2-TZVPD) on C4H9N3O2 in the gas phase.

```
18
Properties=species:S:1:pos:R:3:forces:R:3:mulliken_charge:R:1
O -0.69854 -1.18516 0.03323 1.8 -0.4 -0.3 -0.454
O -2.23328 0.94048 -1.85943 0.7 -0.4 0.4 -0.463
N 1.41646 -0.29258 0.82936 -0.8 -0.1 0.7 -0.540
N 0.55127 2.19840 -0.22536 0.3 0.0 -0.3 -0.597
N 1.15261 -0.93994 -1.42177 0.0 -0.1 -0.2 -0.609
C -1.34781 -1.02018 1.27236 -0.2 0.4 0.2 -0.759
C -0.08971 0.99217 -0.60633 0.3 -0.8 0.1 -0.085
C -1.22885 0.87289 -1.25428 -0.9 1.3 -0.2 0.339
C 0.53905 -0.35300 -0.27718 -1.5 -0.1 0.1 0.859
H 1.78670 -1.19799 1.08978 0.3 0.4 -0.1 0.221
H -1.76264 -1.98958 1.54967 -0.1 0.1 0.0 0.262
H 1.42621 -1.89971 -1.23909 0.0 0.0 0.1 0.260
H -2.14841 -0.27916 1.18082 -0.1 -0.1 0.0 0.255
H 0.67795 2.23639 0.77905 -0.4 0.3 0.0 0.213
H -0.70092 -0.67510 2.08513 0.2 -0.1 -0.2 0.355
H 0.52669 -0.93694 -2.21690 0.0 0.0 0.0 0.271
H 0.10204 3.02394 -0.60110 0.2 -0.1 0.3 0.255
H 2.03117 0.50507 0.88206 0.2 -0.4 -0.3 0.219
```
Forces are in eV/Å.

## Properties
Energy relative to the best compared isomer or geometry (same formula, charge and spin) (kcal/mol): 58.75
Molecular weight (g/mol): 131.1
Calculated total energy (eV): -12857.3798
Net charge: 0